This record from the OMol25 dataset describes a molecular structure, C42H45Cl2MnN9O5PTe. The level of theory is ωB97M-V/def2-TZVPD.

Last column: Mulliken charge in e.
Geometry (Å):
1 H 1.521 -5.511 2.264  0.3478
2 H -3.342 4.491 -7.111  0.2731
3 C 2.985 3.836 -1.823  -0.3826
4 N 0.816 -4.490 0.571  0.1537
5 C -3.801 1.673 0.409  0.7053
6 C -2.076 6.248 -4.534  -0.8867
7 O -1.485 3.518 0.592  -0.9282
8 H 2.357 -1.731 -6.849  0.3948
9 H 0.092 -1.442 -7.810  0.3841
10 H 4.931 -2.879 1.371  0.2847
11 C 1.679 3.369 -1.897  -0.8243
12 H -4.085 -2.159 -1.086  0.2366
13 N -2.306 0.043 0.092  0.6124
14 C -0.644 -1.065 -4.523  0.2829
15 H -1.452 1.114 2.882  0.5216
16 C 0.665 -1.259 2.914  -0.2148
17 H -4.681 -2.219 0.577  0.4546
18 C -1.595 3.906 -4.259  -0.1130
19 N 3.994 -1.062 0.887  0.4524
20 H 4.783 4.237 -2.931  0.3680
21 C 1.632 -5.531 1.183  -0.8596
22 N 2.012 -0.360 0.282  1.2841
23 H 1.123 -1.188 6.233  0.3420
24 H -1.141 6.554 -2.143  0.4708
25 H 3.961 3.244 2.853  0.3721
26 C -3.506 -0.496 0.120  -0.1677
27 C -1.509 5.221 -3.783  1.1216
28 O -0.169 1.735 0.261  -0.8593
29 C 5.048 -1.813 1.554  -0.8499
30 C 1.149 2.928 -3.108  0.8070
31 C -2.426 2.245 -6.023  -1.2892
32 H -5.440 0.370 0.365  0.2448
33 C 4.183 -0.049 -0.018  -1.0272
34 H 5.165 0.268 -0.323  0.5419
35 H -2.636 7.941 -6.690  0.3498
36 C 0.869 -1.172 -2.474  0.1022
37 H -2.962 3.886 0.622  0.4106
38 C 2.939 0.376 -0.390  -0.7306
39 Te -0.847 2.251 -3.147  0.6337
40 H 3.382 4.181 -0.875  0.5035
41 H 2.656 1.133 -1.102  0.3316
42 H 2.682 -5.400 0.927  0.2957
43 N 0.706 -0.900 4.219  0.2901
44 C 0.728 -3.185 0.939  -0.3607
45 H -0.342 0.597 5.343  0.4553
46 C -2.737 6.010 -5.732  0.6793
47 C 3.161 2.651 3.280  -0.6631
48 C -0.839 -1.155 -5.896  -0.8473
49 Cl 1.869 2.502 2.122  0.1042
50 N -4.437 0.467 0.307  -0.0347
51 H 2.556 -1.149 5.192  0.2531
52 H 6.004 -1.492 1.151  0.3427
53 C 3.238 3.422 -4.175  -0.6952
54 C 2.657 -1.215 1.036  -0.3507
55 H -2.952 2.278 -6.979  0.3966
56 C -2.271 3.642 -5.462  0.8738
57 C -0.716 0.378 3.157  -0.6628
58 C -2.481 1.399 0.275  -0.8886
59 H -2.971 -2.540 0.231  0.1513
60 H -1.479 -0.885 -3.858  0.3893
61 H 5.038 -1.626 2.626  0.3205
62 H 2.674 -1.618 -4.378  0.4481
63 H 2.781 3.097 4.190  0.3900
64 H 1.059 3.347 -1.008  0.1521
65 H -0.071 -5.601 -1.037  0.4824
66 C 0.241 -1.383 -6.738  -0.4018
67 P 1.846 -2.416 2.148  -0.5873
68 C -3.359 7.144 -6.506  -1.5588
69 C -2.825 4.701 -6.179  -1.1277
70 Mn -0.106 -0.341 0.021  -0.0853
71 H -1.835 -1.042 -6.308  0.4018
72 C 1.526 -1.492 5.271  -0.8696
73 C -1.286 2.312 0.373  1.2831
74 H -1.458 1.764 -6.171  0.1405
75 C -3.833 -1.938 -0.047  -1.2863
76 C 0.626 -1.216 -3.976  -0.0022
77 H 2.220 2.393 -6.328  0.4551
78 C -0.830 5.565 -2.482  -1.1983
79 C 1.698 -1.473 -4.823  -0.4129
80 Cl 3.864 1.055 3.729  -0.1493
81 H -2.995 1.599 -5.351  0.2457
82 C -4.617 2.904 0.639  0.5131
83 H 3.852 3.444 -5.069  0.3976
84 N -0.184 -0.498 2.251  0.6733
85 H -3.741 6.803 -7.468  0.3517
86 H -1.066 4.839 -1.699  -0.1451
87 H 1.295 -6.494 0.811  0.3324
88 H 0.257 5.573 -2.597  0.2658
89 O -3.963 4.034 0.714  -0.6073
90 H -4.192 7.583 -5.952  0.3213
91 C -0.493 -3.424 -0.821  -1.1297
92 O -5.819 2.793 0.744  -0.6688
93 N -0.055 -2.530 0.110  0.8208
94 C 3.764 3.868 -2.970  -0.9499
95 C 0.033 -4.650 -0.544  -0.5911
96 C -0.178 0.135 4.385  -0.7052
97 H -1.127 -3.120 -1.638  0.6318
98 C 1.512 -1.543 -6.198  -0.7562
99 O 1.807 -1.882 -2.050  -0.6843
100 H -2.011 7.264 -4.156  0.3931
101 N 0.028 -0.387 -1.809  1.1430
102 H 0.948 1.471 -5.503  -0.1849
103 H 0.650 3.138 -5.985  0.2350
104 C 1.412 2.456 -5.598  -1.0686
105 H 1.497 -2.576 5.202  0.3416
106 C 1.933 2.937 -4.270  0.8481

Values from the calculation:
HOMO-LUMO gap (spin up / spin down)	0.244 / 0.243	Eh
lowest unoccupied orbital energy (spin up / spin down)	0.0 / 0.0	eV
multiplicity	5
<S²>	6.3381
energy	-5177.39994	Eh
largest force on an atom	0.0142	Eh/bohr